[1]
The following is a quantum chemistry calculation of a 2-piece molecular cluster, C3H7ClN3 overall in a non-equilibrium geometry, from the Open Molecules 2025 dataset.

Output
* ΔE to the lowest compared entry with this formula, charge and spin: 62.7 kcal per mole

Structure (ORCA input):
```
! wB97M-V def2-TZVPD RIJCOSX def2/J DEFGRID3
* xyz 1 1
C -0.18 -0.94 -1.93
C 0.20 0.07 -0.09
C -0.20 0.16 2.34
N 0.38 -0.34 -2.82
N 0.50 1.26 -0.43
N 0.05 -0.56 1.04
Cl -0.85 -2.46 -1.80
H -1.26 0.20 2.31
H 0.34 1.19 2.30
H 0.27 -0.33 3.14
H 0.42 -0.23 -3.83
H 0.21 1.46 -1.40
H 0.27 2.10 0.16
H -0.14 -1.58 1.01
*
```

[2]
The following is a quantum chemistry calculation of the molecule C3H4N2O, from the Open Molecules 2025 dataset.

Output
* ΔE to the lowest compared entry with this formula, charge and spin: 10.7 kcal per mole
* SMILES string: O=C1CN=CN1

Structure (ORCA input):
```
! wB97M-V def2-TZVPD RIJCOSX def2/J DEFGRID3
* xyz 0 1
O -1.25 1.83 0.43
C -0.59 0.85 0.18
C -0.96 -0.64 0.09
N 0.29 -1.39 0.12
C 1.19 -0.52 -0.11
N 0.77 0.81 -0.11
H -1.76 -0.94 0.77
H -1.29 -0.86 -0.93
H 2.22 -0.77 -0.37
H 1.37 1.62 -0.07
*
```

[3]
The following is a quantum chemistry calculation of the molecule C5H3N3 in a non-equilibrium geometry, from the Open Molecules 2025 dataset.

Output
* ΔE to the lowest compared entry with this formula, charge and spin: 82.3 kcal per mole
* SMILES string: [H]/N=C1\N=CC=C1C#N

Structure (ORCA input):
```
! wB97M-V def2-TZVPD RIJCOSX def2/J DEFGRID3
* xyz 0 1
C 0.73 0.71 0.07
C 1.56 -1.21 0.13
C 0.03 -1.55 -0.21
C -0.49 -0.30 -0.23
C -1.92 0.16 -0.19
H 1.83 2.48 -0.23
H 2.33 -1.88 0.14
H -0.17 -2.53 -0.45
N 0.81 2.03 -0.15
N 1.81 0.01 0.28
N -3.11 0.12 0.32
*
```

[4]
The following is a quantum chemistry calculation of C56H49BBiNO3P2 as an isolated structure, from the Open Molecules 2025 dataset.

Output
* ΔE to the lowest compared entry with this formula, charge and spin: 0.4 kcal per mole

Structure (ORCA input):
```
! wB97M-V def2-TZVPD RIJCOSX def2/J DEFGRID3
* xyz 2 1
Bi 1.15 0.52 1.34
C -5.27 3.80 2.01
C -3.91 3.54 2.69
C -3.88 4.23 4.07
C -3.72 2.04 2.88
C -4.65 1.30 3.59
C -4.50 -0.06 3.80
C -3.39 -0.71 3.30
C -2.44 0.00 2.57
P -1.02 -0.94 1.95
C -0.49 -1.93 3.36
C -0.84 -3.28 3.48
C -0.52 -3.96 4.65
C 0.13 -3.32 5.69
C 0.47 -1.97 5.57
C 0.16 -1.28 4.41
C -1.59 -2.02 0.64
C -2.77 -1.72 -0.04
C -3.16 -2.51 -1.11
C -2.37 -3.59 -1.50
C -1.19 -3.88 -0.83
C -0.79 -3.09 0.23
C -2.62 1.37 2.37
O -1.63 1.99 1.66
C -1.74 3.33 1.38
C -0.72 3.86 0.60
C -0.76 5.20 0.23
C -1.80 6.00 0.68
C -2.79 5.45 1.47
C -2.80 4.11 1.83
P 0.55 2.78 -0.06
C 0.15 2.53 -1.80
C 0.87 3.12 -2.83
C 0.49 2.90 -4.15
C -0.62 2.11 -4.43
C -1.35 1.54 -3.39
C -0.96 1.74 -2.08
C 2.16 3.56 0.12
C 3.25 3.02 -0.58
C 4.52 3.53 -0.36
C 4.72 4.55 0.56
C 3.64 5.06 1.27
C 2.37 4.57 1.06
H -6.09 3.41 2.61
H -5.31 3.32 1.03
H -5.44 4.87 1.88
H -4.68 3.84 4.71
H -4.03 5.30 3.97
H -2.93 4.05 4.57
H -5.52 1.79 4.00
H -5.24 -0.61 4.37
H -3.26 -1.77 3.48
H -1.36 -3.78 2.69
H -0.79 -5.01 4.74
H 0.36 -3.85 6.60
H 0.96 -1.46 6.39
H 0.40 -0.23 4.35
H -3.39 -0.90 0.27
H -4.08 -2.29 -1.64
H -2.68 -4.21 -2.33
H -0.58 -4.72 -1.14
H 0.15 -3.30 0.74
H 0.01 5.62 -0.40
H -1.84 7.04 0.40
H -3.60 6.09 1.80
H 1.73 3.75 -2.62
H 1.05 3.35 -4.95
H -0.91 1.94 -5.45
H -2.21 0.92 -3.61
H -1.53 1.28 -1.27
H 3.11 2.22 -1.29
H 5.36 3.12 -0.91
H 5.71 4.94 0.72
H 3.80 5.86 1.99
H 1.54 4.98 1.62
N 2.45 -1.85 1.99
C 3.17 -2.59 2.51
C 4.08 -3.50 3.13
C 3.64 -4.25 4.23
C 4.52 -5.13 4.83
C 5.82 -5.27 4.34
C 6.24 -4.52 3.25
C 5.37 -3.63 2.63
H 2.63 -4.14 4.59
H 4.20 -5.72 5.68
H 6.50 -5.96 4.81
H 7.25 -4.63 2.87
H 5.69 -3.05 1.78
C 1.19 -3.43 -6.86
C 0.28 -2.31 -6.34
C -1.11 -2.90 -6.09
C 0.15 -1.21 -7.40
C 0.88 -1.72 -5.07
C 2.16 -1.15 -5.12
C 2.79 -0.58 -4.01
C 2.08 -0.60 -2.84
O 2.42 -0.09 -1.58
B 1.32 -0.36 -0.81
O 0.33 -1.02 -1.47
C 0.82 -1.15 -2.77
C 0.19 -1.72 -3.85
H 0.77 -3.86 -7.77
H 1.30 -4.22 -6.12
H 2.19 -3.06 -7.10
H -1.50 -3.31 -7.02
H -1.82 -2.14 -5.75
H -1.09 -3.71 -5.36
H -0.26 -1.62 -8.32
H 1.12 -0.76 -7.64
H -0.51 -0.41 -7.06
H 2.70 -1.15 -6.06
H 3.78 -0.15 -4.08
H -0.80 -2.14 -3.75
*
```

| no. | lowest unoccupied orbital energy (eV) | orbital gap (eV) |
| --- | --- | --- |
| 1 | -4.0 | 10.17 |
| 2 | 0.8 | 10.49 |
| 3 | -1.6 | 8.86 |
| 4 | -5.4 | 7.49 |